# 1
{"formula": "C31H40BF5N11ORuS4", "method": "ωB97M-V/def2-TZVPD", "species": ["Ru", "C", "C", "C", "C", "N", "C", "C", "N", "B", "N", "C", "C", "N", "C", "S", "C", "C", "C", "C", "N", "C", "C", "N", "C", "S", "C", "C", "C", "C", "C", "S", "H", "H", "H", "H", "H", "H", "H", "H", "H", "H", "H", "H", "H", "H", "H", "H", "H", "H", "H", "H", "H", "H", "H", "H", "H", "H", "H", "H", "H", "H", "H", "H", "H", "H", "F", "C", "C", "F", "C", "F", "C", "S", "C", "F", "C", "F", "C", "N", "C", "N", "O", "H", "H", "H", "H", "H", "H", "N", "C", "N", "C", "N"], "positions_angstrom": [[-0.94275, 0.11148, 0.01448], [2.96825, 5.02778, -1.26512], [1.85875, 4.02328, -1.57962], [0.74335, 4.16768, -0.54372], [1.32545, 4.28218, -2.99112], [2.39635, 2.65508, -1.54222], [3.71135, 2.32088, -1.34992], [3.82515, 0.98418, -1.51492], [2.59185, 0.47818, -1.80502], [2.41345, -1.02602, -2.09892], [2.50355, -1.84782, -0.80962], [2.95465, -3.13532, -0.83322], [3.06705, -3.57162, 0.43848], [2.67985, -2.54752, 1.26898], [2.31335, -1.50052, 0.47868], [1.70785, -0.00232, 0.99738], [2.92505, -2.51262, 2.71608], [3.34085, -3.90052, 3.20998], [1.66685, -2.08222, 3.46528], [4.08495, -1.53922, 2.94038], [1.10575, -1.30602, -2.86192], [0.99955, -1.02042, -4.19292], [-0.23795, -1.37422, -4.60572], [-0.91055, -1.88262, -3.52862], [-0.07615, -1.81062, -2.46192], [-0.42285, -2.33132, -0.87512], [-2.26865, -2.44072, -3.56172], [-2.83675, -2.34762, -4.97852], [-3.16885, -1.64962, -2.61352], [-2.17485, -3.91352, -3.15552], [1.72285, 1.50318, -1.79612], [0.04665, 1.36698, -2.07362], [2.54875, 6.02878, -1.31162], [3.77515, 4.97248, -1.99202], [3.36715, 4.87838, -0.26452], [0.44635, 5.21018, -0.46992], [1.08095, 3.82748, 0.43308], [-0.12455, 3.58678, -0.84192], [0.91725, 5.28578, -3.05112], [0.53695, 3.57638, -3.23352], [2.12075, 4.18428, -3.72682], [4.46765, 3.03538, -1.11182], [4.68545, 0.34978, -1.45252], [3.32115, -1.35492, -2.80172], [3.16645, -3.63202, -1.75642], [3.38675, -4.52682, 0.79138], [2.57765, -4.64062, 2.97988], [3.46255, -3.86642, 4.29078], [4.29395, -4.20632, 2.78108], [0.84565, -2.76042, 3.24428], [1.37425, -1.07832, 3.17628], [1.85585, -2.08632, 4.53538], [4.94265, -1.86872, 2.35748], [4.36335, -1.51012, 3.98968], [3.80555, -0.54162, 2.61668], [1.80995, -0.57772, -4.73602], [-0.67255, -1.28662, -5.57612], [-2.93885, -1.31322, -5.29682], [-3.82665, -2.79572, -4.98342], [-2.22245, -2.89302, -5.69092], [-3.06735, -0.57792, -2.78652], [-2.92185, -1.84942, -1.57322], [-4.20835, -1.92442, -2.77002], [-1.53865, -4.45602, -3.85232], [-3.16255, -4.36352, -3.15752], [-1.75455, -4.00642, -2.15842], [-2.84955, 6.18838, 3.29538], [-2.82085, 5.26558, 2.32318], [-1.89315, 4.22798, 2.36248], [-1.00355, 4.15818, 3.36428], [-1.89205, 3.27648, 1.35778], [-0.94675, 2.30448, 1.37698], [-2.81115, 3.28308, 0.29608], [-2.82465, 2.07218, -0.91582], [-3.70355, 4.37128, 0.26398], [-4.55795, 4.49348, -0.75712], [-3.70725, 5.34268, 1.24988], [-4.56535, 6.36748, 1.18368], [-2.06495, -1.51142, 5.54478], [-1.54715, -0.65112, 4.51058], [-1.40695, -0.96742, 3.20678], [-1.64175, -2.26342, 2.84438], [-0.97225, -0.12222, 2.42548], [-1.75935, -1.11642, 6.51098], [-1.66045, -2.51822, 5.43958], [-3.15755, -1.56232, 5.51708], [-1.34675, 0.30928, 4.74508], [-2.37615, -2.77442, 3.30828], [-1.57505, -2.43252, 1.84638], [-6.68665, -1.43142, 3.14588], [-5.66075, -1.33882, 2.62398], [-4.45495, -1.32502, 2.19828], [-3.76705, -0.93802, 1.23628], [-2.97385, -0.70542, 0.40368]], "mulliken_charge": [1.688, -2.283, 1.341, -1.496, -1.624, 0.486, -0.228, -1.393, -0.023, 1.498, 0.078, -1.166, -0.548, 0.410, -0.079, -0.294, 1.486, -2.242, -1.632, -1.696, 0.038, -1.330, -0.198, 0.434, 0.059, -0.349, 1.341, -2.226, -1.529, -1.638, 0.125, -0.409, 0.436, 0.551, 0.466, 0.541, 0.434, 0.098, 0.480, 0.282, 0.407, 0.555, 0.644, -0.231, 0.666, 0.579, 0.458, 0.450, 0.534, 0.514, 0.154, 0.527, 0.396, 0.500, 0.325, 0.617, 0.568, 0.464, 0.453, 0.524, 0.352, 0.162, 0.539, 0.397, 0.478, 0.284, -0.313, 0.559, -0.285, -0.337, -0.646, 0.071, 1.046, -0.491, 0.128, -0.322, 0.244, -0.305, -1.121, -0.095, -0.174, -0.103, 0.012, 0.361, 0.326, 0.327, 0.296, 0.304, -0.087, -0.604, 0.465, -0.598, 0.394, -0.254], "max_force_ev_per_a": 1.9, "homo_lumo_gap_ev": [5.4, 6.2], "mol_weight_g_mol": 917.9, "homo_ev": [-7.2, -7.2], "lumo_ha": [-0.066, -0.036], "multiplicity": 2, "e_tot_ev": -111423.833}

---

# 2
{"formula": "C31H40Ge2N3O2Pt", "method": "ωB97M-V/def2-TZVPD", "species": ["Pt", "C", "C", "O", "C", "C", "C", "N", "N", "C", "O", "C", "C", "C", "C", "C", "C", "H", "H", "H", "H", "H", "H", "H", "H", "H", "H", "H", "H", "C", "Ge", "C", "C", "Ge", "C", "C", "C", "C", "C", "C", "C", "C", "C", "C", "C", "C", "H", "H", "H", "H", "H", "H", "H", "H", "H", "H", "H", "H", "H", "H", "H", "H", "H", "H", "H", "C", "C", "C", "C", "N", "H", "H", "H", "H", "H", "H", "H", "H", "H"], "positions_angstrom": [[0.94290, -0.97200, -1.00000], [1.88442, 1.13144, -4.96646], [1.02682, 0.52079, -3.85517], [1.42986, 0.68796, -2.67690], [-0.14443, -0.13242, -4.23611], [-1.03101, -0.86892, -3.40558], [-2.33967, -1.30158, -4.03034], [-0.81205, -1.20972, -2.16197], [-1.84864, -1.86250, -1.52390], [-1.48496, -2.59994, -0.50502], [-0.30315, -2.86900, -0.10809], [-2.62628, -3.16816, 0.27202], [-2.44246, -3.47728, 1.61807], [-3.49199, -3.95699, 2.38540], [-4.73917, -4.16938, 1.81170], [-4.92216, -3.89208, 0.46194], [-3.88064, -3.38567, -0.29817], [2.73243, 1.63903, -4.51022], [1.30153, 1.85358, -5.54347], [2.24589, 0.35911, -5.64915], [-0.40194, -0.09498, -5.28828], [-2.36152, -1.05030, -5.09073], [-3.15783, -0.78558, -3.52332], [-2.50032, -2.37197, -3.90105], [-1.46300, -3.31841, 2.05134], [-3.34581, -4.16733, 3.43905], [-5.55934, -4.54593, 2.41258], [-5.88947, -4.07710, 0.00685], [-4.01961, -3.13673, -1.34177], [-3.44507, 1.34809, 0.97967], [-2.02254, 2.62490, 0.37527], [-2.61185, 4.29587, 1.36981], [-2.66280, 3.09543, -1.47227], [0.10304, 1.17465, 0.16873], [1.45412, 2.63587, -0.12994], [2.80308, 2.30049, 0.01069], [3.80539, 3.23413, -0.20348], [3.48361, 4.53328, -0.58033], [2.15056, 4.88117, -0.74719], [1.15417, 3.93789, -0.52549], [0.41801, 0.99449, 2.16536], [0.53867, -0.29129, 2.69527], [0.70669, -0.50247, 4.05802], [0.74680, 0.57791, 4.92904], [0.62728, 1.86675, 4.42174], [0.46783, 2.06571, 3.05720], [-4.45399, 1.73260, 0.80635], [-3.33906, 1.13014, 2.04573], [-3.33136, 0.40592, 0.43749], [-3.64530, 4.50907, 1.08811], [-1.99817, 5.16418, 1.11798], [-2.57064, 4.14773, 2.45118], [-3.73246, 3.32238, -1.49008], [-2.47414, 2.25081, -2.13918], [-2.12529, 3.95917, -1.87354], [3.06015, 1.27537, 0.26949], [4.84710, 2.95490, -0.08311], [4.26408, 5.26673, -0.75415], [1.88970, 5.89094, -1.04849], [0.11534, 4.22259, -0.66655], [0.50319, -1.13403, 2.00895], [0.80849, -1.51114, 4.44578], [0.87364, 0.42224, 5.99513], [0.66278, 2.71604, 5.09702], [0.37934, 3.07756, 2.66921], [3.54164, -3.45369, -0.62619], [3.32589, -2.34605, 0.42657], [4.70943, -1.82877, 0.88370], [2.56880, -2.95970, 1.62753], [2.59810, -1.27271, -0.13593], [4.14715, -4.26974, -0.21860], [4.04897, -3.03235, -1.49680], [2.56946, -3.83777, -0.94048], [5.32224, -2.61599, 1.34394], [4.56456, -1.01409, 1.59449], [5.23144, -1.43209, 0.01114], [3.03755, -3.88893, 1.97069], [1.54183, -3.15810, 1.31471], [2.54419, -2.24403, 2.45254]], "mulliken_charge": [1.091, -1.642, 0.691, -0.558, -1.302, 1.479, -1.342, -0.151, -0.281, -0.019, -0.832, 0.437, -0.402, -0.559, -0.367, -0.624, -0.188, 0.322, 0.374, 0.331, 0.135, 0.380, 0.241, 0.294, 0.297, 0.376, 0.345, 0.358, 0.391, -1.259, 1.037, -1.491, -1.339, -0.729, 0.190, -0.192, -0.684, -0.371, -0.623, 0.116, -0.158, 0.316, -0.625, -0.495, -0.647, -0.213, 0.449, 0.353, 0.239, 0.428, 0.392, 0.386, 0.486, 0.262, 0.376, 0.173, 0.377, 0.318, 0.355, 0.020, 0.054, 0.379, 0.322, 0.351, 0.366, -1.828, 1.988, -1.929, -1.305, -0.176, 0.438, 0.368, 0.296, 0.436, 0.355, 0.373, 0.438, 0.179, 0.171], "max_force_ev_per_a": 2.7, "homo_lumo_gap_ev": [5.5, 5.2], "e_above_lowest_kj_mol": 125.8, "mol_weight_g_mol": 827.0, "homo_ev": [-0.8, -0.5], "lumo_ha": [0.173, 0.173], "multiplicity": 2, "e_tot_ev": -157637.757, "total_charge": -2}

---

# 3
{"formula": "C31H40N5", "method": "ωB97M-V/def2-TZVPD", "species": ["C", "C", "N", "C", "C", "C", "C", "C", "C", "C", "C", "C", "C", "C", "C", "C", "N", "C", "C", "C", "C", "C", "C", "C", "C", "C", "C", "H", "H", "H", "H", "H", "H", "H", "H", "H", "H", "H", "H", "H", "H", "H", "H", "H", "H", "H", "H", "H", "H", "H", "H", "H", "H", "H", "H", "H", "C", "C", "N", "C", "N", "C", "C", "C", "N", "H", "H", "H", "H", "H", "H", "H", "H", "H", "H", "H"], "positions_angstrom": [[3.47034, 0.62142, -5.34826], [3.25751, 2.12595, -5.36319], [2.18808, 2.54267, -4.48269], [1.75548, 3.89846, -4.73901], [0.46383, 4.24005, -4.02670], [0.58263, 3.89567, -2.54762], [1.05225, 2.49169, -2.34203], [1.90570, 1.89811, -3.31699], [2.49140, 0.62982, -3.03427], [2.10775, -0.05144, -1.90251], [1.19480, 0.47819, -0.94308], [0.95158, -0.25724, 0.24865], [-0.01526, 0.01208, 1.23388], [0.14117, -0.57675, 2.52463], [-0.42069, 0.00554, 3.64024], [-1.35686, 1.07279, 3.48166], [-1.96121, 1.61741, 4.57324], [-1.90127, 0.95805, 5.85890], [-0.51359, 0.41038, 6.14387], [0.02560, -0.43849, 4.99790], [-3.05978, 2.54788, 4.44042], [-2.83123, 3.50574, 3.28744], [-2.53857, 2.75612, 1.98964], [-1.65920, 1.55508, 2.17203], [-1.09253, 0.93327, 1.07537], [0.72271, 1.79823, -1.19411], [3.55688, 0.08001, -3.92808], [2.63898, 0.13827, -5.87307], [4.38782, 0.40301, -5.89898], [4.19655, 2.64612, -5.08673], [2.99633, 2.46604, -6.37634], [2.55113, 4.60059, -4.42847], [1.64444, 4.00635, -5.82443], [0.26500, 5.30505, -4.16118], [-0.36941, 3.68610, -4.47073], [1.30033, 4.59343, -2.08520], [-0.37384, 4.04847, -2.03883], [2.56418, -1.01726, -1.68440], [1.74612, -0.94491, 0.54418], [0.79962, -1.44224, 2.63602], [-2.18378, 1.69969, 6.61579], [-2.64331, 0.13840, 5.89407], [0.17323, 1.24757, 6.30852], [-0.54592, -0.18536, 7.05854], [-0.24175, -1.49442, 5.13987], [1.12248, -0.39553, 5.02195], [-4.00595, 1.99484, 4.29264], [-3.13471, 3.09780, 5.38621], [-3.71521, 4.13476, 3.16651], [-1.98698, 4.16495, 3.52060], [-3.47919, 2.44213, 1.51202], [-2.05545, 3.45287, 1.28954], [-1.41355, 1.18942, 0.06510], [0.15649, 2.32311, -0.43111], [3.49944, -1.01358, -3.94125], [4.54750, 0.33656, -3.52119], [1.13503, -4.57705, -1.01121], [1.04614, -3.20347, -0.38335], [-0.29002, -2.71846, -0.10320], [-1.21585, -3.63632, -0.06347], [-1.04668, -4.98892, -0.17605], [0.25699, -5.59671, -0.30405], [-2.27227, -5.71415, 0.04522], [-3.33671, -4.62142, 0.07299], [-2.56073, -3.40915, 0.06026], [0.78645, -4.47268, -2.04185], [2.17112, -4.91365, -1.05087], [1.66560, -3.16897, 0.53010], [1.45468, -2.44993, -1.06508], [0.17886, -6.53058, -0.87419], [0.66108, -5.85023, 0.68812], [-2.45604, -6.44380, -0.75111], [-2.25099, -6.26029, 0.99957], [-3.99987, -4.67522, -0.79984], [-3.95361, -4.67093, 0.97575], [-2.93130, -2.47092, 0.12328]], "mulliken_charge": [-0.866, -0.633, -0.073, -0.653, -0.842, -0.769, 0.106, 0.740, -0.412, -1.031, -0.039, -0.613, 0.963, -1.143, 0.300, 0.721, 0.030, -0.591, -0.858, -0.922, -0.633, -0.845, -0.454, 0.804, -2.077, -0.876, -0.890, 0.326, 0.364, 0.307, 0.389, 0.308, 0.393, 0.370, 0.325, 0.293, 0.385, 0.696, 0.780, 0.463, 0.375, 0.298, 0.303, 0.376, 0.406, 0.381, 0.286, 0.429, 0.381, 0.308, 0.328, 0.253, 1.243, 1.079, 0.421, 0.343, -0.920, 0.203, -0.241, 0.184, 0.191, -0.627, -0.600, -0.568, -0.165, 0.335, 0.458, 0.186, -0.523, 0.387, 0.272, 0.339, 0.265, 0.295, 0.307, 0.168], "max_force_ev_per_a": 1.8, "homo_lumo_gap_ev": 5.9, "e_above_lowest_kj_mol": 10.7, "mol_weight_g_mol": 482.7, "homo_ev": -9.6, "lumo_ha": -0.136, "e_tot_ev": -40241.933, "total_charge": 1}